{"formula": "C44H89IN3O18P2", "method": "the ωB97M-V functional and the def2-TZVPD basis", "homo_ev": -10.72, "energy_ha": -4228.63259, "multiplicity": 1, "charge": 1, "elements": ["C", "C", "N", "C", "C", "C", "N", "C", "C", "P", "O", "O", "C", "C", "O", "C", "C", "N", "C", "C", "O", "I", "P", "C", "C", "C", "H", "H", "H", "H", "H", "H", "H", "H", "H", "H", "H", "H", "H", "H", "H", "H", "H", "H", "H", "H", "H", "H", "H", "H", "H", "H", "H", "H", "H", "H", "H", "H", "H", "O", "C", "O", "C", "C", "C", "H", "H", "H", "H", "H", "H", "H", "H", "O", "C", "O", "C", "C", "C", "H", "H", "H", "H", "H", "H", "H", "H", "O", "C", "O", "C", "C", "C", "H", "H", "H", "H", "H", "H", "H", "H", "O", "C", "O", "C", "C", "C", "H", "H", "H", "H", "H", "H", "H", "H", "O", "C", "O", "C", "C", "C", "H", "H", "H", "H", "H", "H", "H", "H", "O", "C", "O", "C", "C", "C", "H", "H", "H", "H", "H", "H", "H", "H", "O", "C", "O", "C", "C", "C", "H", "H", "H", "H", "H", "H", "H", "H"], "positions_angstrom": [[6.45, -1.65, 3.96], [5.51, -1.66, 4.87], [4.28, -2.42, 4.76], [4.30, -3.76, 5.39], [5.55, -4.59, 4.96], [3.23, -1.93, 4.17], [2.05, -2.59, 4.15], [1.60, -3.15, 2.87], [0.14, -3.64, 3.08], [-0.93, -2.30, 3.78], [-0.52, -1.96, 5.13], [-0.86, -1.06, 2.77], [-1.44, -1.31, 1.45], [-0.60, -0.75, 0.30], [-2.39, -2.98, 3.85], [-3.52, -2.09, 3.78], [-3.50, -0.94, 4.78], [3.20, -0.68, 3.58], [4.03, -0.52, 2.38], [3.23, -0.24, 1.10], [2.64, -1.06, 0.55], [3.17, 1.73, 0.19], [3.13, 0.66, 4.74], [1.37, 0.61, 5.33], [3.21, 2.30, 3.87], [1.85, 2.80, 3.30], [7.04, -0.76, 3.83], [6.62, -2.54, 3.37], [5.59, -1.07, 5.77], [4.41, -3.61, 6.46], [3.45, -4.38, 5.14], [6.45, -4.26, 5.47], [5.66, -4.45, 3.88], [5.33, -5.64, 5.10], [1.87, -3.17, 4.96], [2.25, -3.96, 2.54], [1.56, -2.39, 2.08], [-0.28, -4.09, 2.18], [0.17, -4.39, 3.87], [-2.39, -0.77, 1.43], [-1.60, -2.37, 1.27], [0.05, -1.50, -0.14], [-1.31, -0.37, -0.44], [-0.03, 0.11, 0.65], [-3.69, -1.68, 2.78], [-4.39, -2.70, 4.00], [-4.43, -0.37, 4.77], [-2.70, -0.22, 4.58], [-3.34, -1.28, 5.80], [4.58, -1.45, 2.19], [4.75, 0.29, 2.54], [1.19, -0.23, 6.00], [1.04, 1.58, 5.71], [0.77, 0.41, 4.44], [4.02, 2.36, 3.15], [3.47, 3.00, 4.68], [1.25, 3.28, 4.06], [2.09, 3.52, 2.51], [1.28, 1.98, 2.86], [-4.14, -1.03, 0.25], [-4.23, -1.15, -0.95], [-3.47, -2.07, -1.57], [-3.61, -2.41, -2.96], [-2.83, -1.46, -3.84], [-5.09, -0.23, -1.78], [-4.66, -2.48, -3.23], [-3.20, -3.42, -3.06], [-3.20, -0.44, -3.76], [-2.90, -1.77, -4.89], [-1.78, -1.45, -3.55], [-4.55, 0.70, -1.96], [-5.99, 0.00, -1.21], [-5.41, -0.65, -2.72], [-3.88, 2.81, -2.73], [-2.80, 3.25, -2.42], [-2.12, 2.57, -1.48], [-0.76, 2.81, -1.10], [-0.65, 3.91, -0.07], [-2.26, 4.53, -2.99], [-0.14, 2.99, -1.98], [-0.43, 1.87, -0.67], [-1.00, 4.87, -0.46], [0.38, 4.03, 0.26], [-1.27, 3.68, 0.80], [-2.68, 5.37, -2.44], [-2.55, 4.60, -4.03], [-1.17, 4.59, -2.97], [-3.00, 7.79, -4.14], [-3.04, 7.70, -5.34], [-2.31, 6.74, -5.95], [-2.43, 6.42, -7.34], [-1.57, 7.34, -8.19], [-3.81, 8.68, -6.18], [-3.47, 6.43, -7.66], [-2.07, 5.40, -7.44], [-1.88, 8.38, -8.10], [-1.62, 7.06, -9.24], [-0.53, 7.29, -7.87], [-3.21, 9.58, -6.32], [-4.72, 8.94, -5.64], [-4.12, 8.30, -7.15], [-2.14, -3.70, -0.52], [-1.24, -4.33, -1.01], [-0.57, -3.82, -2.05], [0.62, -4.41, -2.61], [0.28, -5.48, -3.62], [-0.93, -5.74, -0.55], [1.28, -4.77, -1.82], [1.14, -3.60, -3.10], [-0.26, -6.31, -3.16], [1.19, -5.88, -4.07], [-0.35, -5.08, -4.41], [-1.62, -6.43, -1.02], [-1.08, -5.78, 0.53], [0.09, -6.06, -0.74], [4.43, -5.44, 8.50], [4.76, -4.54, 9.23], [6.02, -4.09, 9.18], [6.48, -2.92, 9.88], [6.86, -3.24, 11.31], [3.81, -3.98, 10.26], [5.74, -2.12, 9.81], [7.36, -2.58, 9.33], [6.01, -3.60, 11.88], [7.26, -2.35, 11.80], [7.62, -4.02, 11.33], [3.81, -4.63, 11.13], [2.81, -3.97, 9.83], [4.03, -2.96, 10.56], [-7.73, -5.58, -2.94], [-7.31, -4.78, -2.14], [-6.03, -4.39, -2.20], [-5.48, -3.32, -1.42], [-5.04, -3.80, -0.05], [-8.18, -4.29, -1.00], [-6.17, -2.48, -1.36], [-4.61, -2.96, -1.97], [-5.88, -4.18, 0.53], [-4.57, -2.99, 0.50], [-4.33, -4.61, -0.15], [-8.17, -5.03, -0.20], [-9.20, -4.18, -1.37], [-7.88, -3.32, -0.61], [0.41, 9.12, -9.60], [1.42, 8.66, -10.06], [1.86, 9.10, -11.25], [3.13, 8.76, -11.81], [3.07, 7.44, -12.55], [2.15, 7.53, -9.37], [3.91, 8.77, -11.04], [3.37, 9.56, -12.51], [2.82, 6.61, -11.88], [4.04, 7.22, -13.02], [2.31, 7.47, -13.32], [1.67, 6.59, -9.62], [2.09, 7.69, -8.30], [3.21, 7.47, -9.62]]}